P.
13
Properties=species:S:1:pos:R:3:nbo_charge:R:1 method="wB97M-V/def2-TZVPD" orbital_gap_ha=0.2835 mol_weight_g_mol=85.11
O -1.03570 -0.34239 -0.53366 -0.479
N 0.32482 1.14557 0.69727 -0.556
C -0.67007 1.90044 1.37506 -0.554
C -0.35472 -1.46326 -1.15315 -0.056
C 0.16692 0.11773 -0.04329 0.472
C 1.00437 -0.99317 -0.60140 -0.485
H -0.31268 2.89028 1.63639 0.190
H 0.56334 1.14888 1.78277 0.458
H 1.74830 -0.71008 -1.35085 0.228
H -0.46284 -1.43307 -2.23950 0.184
H -0.73044 -2.40926 -0.75693 0.185
H 1.46254 -1.65852 0.13668 0.223
H -1.70383 1.80685 1.05061 0.188

---

Q.
13
Properties=species:S:1:pos:R:3:nbo_charge:R:1 method="wB97M-V/def2-TZVPD" orbital_gap_ha=0.3416 mol_weight_g_mol=85.11
O -2.46412 1.10250 -0.16487 -0.632
N -1.40097 -0.73953 -0.00370 -0.600
C 2.31987 0.38604 0.01943 -0.618
C -2.59844 -0.13937 0.10672 0.484
C -0.26140 0.07005 0.13874 -0.027
C 1.00116 -0.39745 -0.11008 -0.275
H 1.00605 -1.41632 -0.52398 0.194
H -1.46601 -1.69703 -0.08145 0.394
H -0.55416 1.25381 0.25187 0.278
H 2.31795 1.75799 -0.46404 0.184
H -3.54928 -0.67869 0.15892 0.162
H 2.49615 0.68502 1.13129 0.230
H 3.15320 -0.18702 -0.45885 0.226

---

R.
13
Properties=species:S:1:pos:R:3:nbo_charge:R:1 method="wB97M-V/def2-TZVPD" orbital_gap_ha=0.3908 mol_weight_g_mol=85.11 smiles=N#CCCCO
O 1.59169 0.02340 1.06208 -0.722
N -2.23490 1.52241 -0.05763 -0.244
C -1.12646 -0.48233 0.24891 -0.401
C 0.07800 -0.62721 -0.65986 -0.432
C -1.34893 1.07657 0.56974 0.130
C 1.24843 0.27419 -0.27370 -0.070
H -1.99093 -1.06714 -0.09100 0.236
H -0.20051 -0.43385 -1.70245 0.214
H 2.13489 0.00334 -0.85785 0.179
H 0.38915 -1.67864 -0.58542 0.220
H 0.99874 1.32213 -0.50413 0.178
H 1.37733 0.81933 1.57011 0.477
H -0.91650 -0.75221 1.28119 0.235

---

Stability check: which of them is most stable? R.

---

P.
13
Properties=species:S:1:pos:R:3:nbo_charge:R:1 method="wB97M-V/def2-TZVPD" orbital_gap_ha=0.4082 mol_weight_g_mol=85.11 smiles="CC(N)=O.C#C"
O -0.43750 -1.46062 -0.06549 -0.623
N -0.11262 0.81318 -0.03148 -0.849
C 2.48881 -0.72327 0.05996 -0.278
C -2.34142 -0.03606 0.04453 -0.724
C -0.89141 -0.34302 -0.02906 0.685
C 3.36244 0.03763 0.06645 -0.276
H -2.52745 0.97647 -0.38482 0.218
H -0.50805 1.69498 0.13852 0.395
H 4.19254 0.67485 -0.36389 0.249
H -2.73063 -0.13501 1.07850 0.246
H 0.89096 0.63034 -0.17065 0.424
H -2.87992 -0.87130 -0.50870 0.248
H 1.49425 -1.25817 0.16611 0.285

---

Q.
13
Properties=species:S:1:pos:R:3:nbo_charge:R:1 method="wB97M-V/def2-TZVPD" orbital_gap_ha=0.3479 mol_weight_g_mol=85.11
O -0.89614 1.27203 0.52269 -0.489
N -0.31950 -1.45095 -0.50604 -0.408
C 0.47124 -1.27357 1.04391 -0.527
C 0.22412 0.97461 -0.28630 0.018
C -1.05045 1.38215 -0.88456 -0.100
C 0.62747 -0.49738 -0.31756 -0.080
H 1.64764 -0.64058 -0.72117 0.168
H 0.12400 -0.57558 1.80559 0.255
H -1.67281 0.61385 -1.34177 0.201
H 1.03864 1.70170 -0.23460 0.184
H -1.18267 2.39939 -1.25337 0.182
H 1.36429 -1.85759 1.25920 0.234
H -0.36556 -2.01898 0.93581 0.362

---

R.
13
Properties=species:S:1:pos:R:3:nbo_charge:R:1 method="wB97M-V/def2-TZVPD" orbital_gap_ha=0.3472 mol_weight_g_mol=85.11
O -0.97672 1.23432 0.13319 -0.626
N 1.24114 -0.36527 0.89326 -0.577
C -0.93220 -0.09814 -0.45162 -0.025
C 0.43425 -0.70260 -0.26850 -0.121
C -1.99347 -0.24538 0.58040 -0.191
C 1.66856 0.09399 -0.43071 -0.257
H -1.24276 -0.08928 -1.50150 0.185
H -1.48027 -0.53494 1.51357 0.130
H 2.57109 -0.37767 -0.81238 0.200
H 0.45449 -1.75888 -0.53785 0.209
H 0.80555 0.40959 1.39054 0.359
H -1.94622 1.44410 0.16429 0.515
H 1.56304 1.15069 -0.66671 0.200

---

Stability check: which of them is most stable? P.

---

P.
13
Properties=species:S:1:pos:R:3:nbo_charge:R:1 method="wB97M-V/def2-TZVPD" orbital_gap_ha=0.3709 mol_weight_g_mol=85.11
O -1.43217 0.07658 1.40068 -0.694
N 0.78556 -0.12584 -1.00686 -0.329
C -0.42903 0.06394 0.44940 0.207
C -0.09931 1.05222 -0.65917 -0.280
C 1.06890 -0.14302 0.68618 -0.367
C -0.33860 -1.01708 -0.63840 -0.242
H 1.31637 -1.11653 1.12496 0.190
H 1.84809 0.35747 0.13657 0.280
H -1.08493 -1.05412 -1.43299 0.177
H 0.01366 -2.01161 -0.34512 0.189
H -1.20848 0.71483 2.08796 0.475
H 0.41243 1.98138 -0.37119 0.194
H -0.85251 1.22179 -1.43203 0.199

---

Q.
13
Properties=species:S:1:pos:R:3:nbo_charge:R:1 method="wB97M-V/def2-TZVPD" orbital_gap_ha=0.3150 mol_weight_g_mol=85.11
O 2.17636 0.87185 0.16884 -0.683
N 0.94698 -1.03903 -0.35881 -0.666
C -0.19375 1.04370 0.11120 -0.053
C 2.05184 -0.35867 -0.01712 0.470
C -0.06809 -0.14131 -0.63229 -0.025
C -1.49834 -0.43559 0.26541 -0.601
H 2.94446 -0.99897 0.07346 0.133
H -1.31678 -0.59791 1.32748 0.241
H -2.38177 0.17590 0.07112 0.230
H -1.64865 -1.41378 -0.19513 0.285
H 0.16536 1.08818 1.12793 0.242
H -0.73282 1.90454 -0.28092 0.221
H -0.44479 -0.09892 -1.66116 0.206

---

Stability check: which of them is most stable? Q.

---

P.
13
Properties=species:S:1:pos:R:3:nbo_charge:R:1 method="wB97M-V/def2-TZVPD" orbital_gap_ha=0.3884 mol_weight_g_mol=85.11 smiles="C[C@H]1N[C@H]1C=O"
O -0.51401 -2.14231 -1.26067 -0.494
N 1.34195 -0.41733 0.23267 -0.567
C 0.35915 0.63886 0.43112 -0.047
C -0.47091 -0.95445 -1.46752 0.424
C -0.79781 0.33312 1.35222 -0.631
C 0.54049 -0.00495 -0.90359 -0.211
H -1.00424 -0.74110 1.35264 0.233
H -0.54581 0.62038 2.38043 0.219
H 0.98887 0.62821 -1.67345 0.207
H -1.21364 -0.45182 -2.13173 0.104
H 0.72948 1.66481 0.47412 0.192
H 2.28708 -0.05154 0.16731 0.359
H -1.70060 0.87812 1.04644 0.212

---

Q.
13
Properties=species:S:1:pos:R:3:nbo_charge:R:1 method="wB97M-V/def2-TZVPD" orbital_gap_ha=0.3957 mol_weight_g_mol=85.11 smiles="C[C@H]1CN=CO1"
O -0.51443 -0.37755 1.21818 -0.504
N 1.71676 -0.01960 1.07156 -0.462
C 0.72991 -0.42358 1.75833 0.373
C 1.11536 0.42170 -0.20088 -0.278
C -1.37089 0.22269 -1.00802 -0.625
C -0.21873 -0.31777 -0.19773 0.074
H 0.78076 -0.85789 2.75098 0.186
H -0.00684 -1.36250 -0.46301 0.170
H -1.05136 0.33542 -2.04988 0.219
H -1.70962 1.19622 -0.64103 0.220
H 1.74075 0.14108 -1.05200 0.209
H 1.00237 1.51571 -0.19997 0.195
H -2.21404 -0.47393 -0.98654 0.222

---

Stability check: which of them is most stable? Q.